The following is a DFT calculation (ωB97M-V with the def2-TZVPD basis set) of a molecular structure, C67H52BrF4GeN3O5P2Y at a distorted geometry.

CARTESIAN COORDINATES (ANGSTROEM)
Y 0.2447 -1.3413 -1.0794
C 6.2662 -2.3257 -2.2779
C 5.3797 -3.3817 -2.4035
C 4.3097 -3.5161 -1.5335
C 4.1061 -2.5637 -0.5443
C 4.9862 -1.4851 -0.4383
C 6.0721 -1.3759 -1.2866
P 2.6678 -2.5585 0.5982
C 3.4910 -3.2840 2.0741
C 4.8620 -3.2598 2.3043
C 5.3881 -3.7767 3.4756
C 4.5553 -4.3187 4.4396
C 3.1866 -4.3412 4.2225
C 2.6605 -3.8189 3.0577
C 1.6343 -3.9764 0.0479
C 1.9613 -5.3084 0.2921
C 1.1015 -6.3040 -0.1371
C -0.0554 -5.9580 -0.8188
C -0.3727 -4.6279 -1.0454
C 0.4436 -3.5755 -0.6026
H 7.1038 -2.2379 -2.9566
H 5.5259 -4.1061 -3.1911
H 3.6233 -4.3462 -1.6367
H 4.7971 -0.7239 0.3092
H 6.7548 -0.5397 -1.1962
H 5.5249 -2.8483 1.5577
H 6.4568 -3.7562 3.6380
H 4.9676 -4.7316 5.3505
H 2.5293 -4.7673 4.9689
H 1.5919 -3.8401 2.8880
H 2.8767 -5.5678 0.8147
H 1.3348 -7.3487 0.0367
H -0.7209 -6.7364 -1.1732
H -1.2978 -4.4065 -1.5751
O -4.5024 -1.8965 5.0769
C -3.1042 -1.7431 5.1700
C -2.4815 -1.7237 3.8007
C -1.1043 -1.8650 3.6520
C -0.5783 -1.8202 2.3737
N -1.3113 -1.6861 1.2796
C -2.6420 -1.6009 1.4050
C -3.2527 -1.5841 2.6622
C -3.4276 -1.5830 0.1629
C -4.8236 -1.5339 0.1852
C -5.5422 -1.5820 -0.9988
C -7.0493 -1.5485 -0.9772
O -7.5710 -0.5866 -0.0912
C -4.8251 -1.6501 -2.1847
C -3.4423 -1.6813 -2.1170
N -2.7475 -1.6608 -0.9910
H -4.8760 -1.8858 5.9631
H -2.6620 -2.5714 5.7456
H -2.8471 -0.7999 5.6791
H -0.4586 -1.9885 4.5069
H 0.4916 -1.9006 2.2140
H -4.3201 -1.4988 2.7767
H -5.3715 -1.4610 1.1102
H -7.4327 -2.5087 -0.6156
H -7.4303 -1.3911 -1.9970
H -7.1648 0.2634 -0.2972
H -5.3186 -1.6707 -3.1440
H -2.8699 -1.7239 -3.0298
F -0.3651 0.6100 -8.7394
C -0.5052 0.7535 -7.4043
C -0.7668 2.0024 -6.8535
F -0.9077 3.0659 -7.6729
C -0.9515 2.1336 -5.4833
F -1.3038 3.3640 -5.0472
C -0.9038 1.0618 -4.5911
P -0.5776 1.1245 -2.3735
C -0.0822 2.8777 -2.5964
C -0.7377 3.9575 -2.0189
C -0.2199 5.2338 -2.1587
C 0.9571 5.4443 -2.8583
C 1.6304 4.3635 -3.4022
C 1.1144 3.0905 -3.2716
C -2.3774 1.3381 -2.0578
C -2.8532 1.4334 -0.7546
C -4.1849 1.6980 -0.4863
C -5.0915 1.8508 -1.5211
C -4.6477 1.6998 -2.8233
C -3.3122 1.4560 -3.0852
C -0.6234 -0.1551 -5.1917
Br -0.5850 -1.7839 -4.1357
C -0.4412 -0.3403 -6.5545
F -0.2499 -1.5695 -7.0658
H -1.6602 3.8055 -1.4722
H -0.7479 6.0707 -1.7193
H 1.3512 6.4463 -2.9761
H 2.5550 4.5169 -3.9415
H 1.6388 2.2435 -3.6979
H -2.1699 1.2920 0.0686
H -4.5154 1.8100 0.5372
H -6.1283 2.0999 -1.3243
H -5.3422 1.7880 -3.6493
H -2.9969 1.3558 -4.1094
O 1.9438 -0.4282 -3.7748
N 2.0860 -1.0917 -2.7767
O 1.8705 -2.2992 -2.7632
O 2.4593 -0.5594 -1.7251
C 0.1916 0.9433 -0.6570
Ge 0.3857 2.0864 0.9846
C 0.6687 1.1066 2.7301
C -0.0651 1.3464 3.8833
C 0.2757 0.7586 5.0893
C 1.3796 -0.0712 5.1732
C 2.1334 -0.3129 4.0367
C 1.7754 0.2706 2.8347
C 2.1935 2.9645 1.0059
C 3.1845 2.7394 0.0598
C 4.4526 3.2754 0.2141
C 4.7530 4.0531 1.3191
C 3.7716 4.2974 2.2671
C 2.5114 3.7526 2.1073
C -0.9117 3.5368 1.4747
C -0.5983 4.8755 1.2779
C -1.5195 5.8705 1.5537
C -2.7785 5.5486 2.0302
C -3.0991 4.2206 2.2469
C -2.1718 3.2325 1.9737
H 1.2293 1.0728 -1.0195
H -0.9112 2.0176 3.8474
H -0.3191 0.9563 5.9719
H 1.6537 -0.5207 6.1189
H 3.0011 -0.9563 4.0934
H 2.3738 0.0818 1.9504
H 2.9822 2.1217 -0.8060
H 5.2134 3.0754 -0.5300
H 5.7448 4.4687 1.4429
H 3.9940 4.9024 3.1380
H 1.7520 3.9268 2.8614
H 0.3820 5.1413 0.9021
H -1.2631 6.9092 1.3922
H -3.5045 6.3259 2.2299
H -4.0775 3.9612 2.6257
H -2.4328 2.1977 2.1475

Cartesian forces, eV/Å:
Y -1.30 0.76 -0.39
C 0.04 -0.02 -0.03
C 0.15 -0.11 -0.07
C -0.04 0.06 0.16
C -0.12 0.24 0.08
C -0.09 -0.15 -0.02
C 0.10 0.12 0.03
P 0.46 -0.91 -0.35
C -0.27 0.30 0.21
C -0.06 0.03 -0.17
C 0.09 -0.04 0.19
C 0.07 -0.06 0.04
C -0.09 -0.05 0.18
C -0.01 0.04 -0.03
C -0.25 0.37 0.10
C 0.07 -0.04 -0.04
C 0.15 -0.16 -0.03
C -0.22 -0.05 -0.11
C 0.03 0.04 0.07
C 0.28 -1.68 0.68
H 0.02 0.02 -0.05
H -0.01 -0.10 -0.06
H -0.04 0.05 -0.04
H 0.02 0.11 0.01
H -0.03 0.01 0.02
H 0.05 -0.01 -0.01
H 0.08 0.00 -0.01
H 0.03 0.00 0.03
H -0.05 -0.01 0.03
H -0.08 -0.06 0.04
H -0.03 0.00 0.00
H 0.02 0.03 0.03
H -0.03 -0.06 0.00
H -0.01 -0.01 0.02
O -0.30 -0.01 -0.04
C 0.42 0.05 0.23
C 0.22 -0.10 -0.02
C -0.37 -0.04 -0.08
C 0.24 -0.12 0.26
N -0.06 0.19 -0.61
C 0.46 0.05 0.64
C 0.08 -0.04 -0.18
C -0.58 -0.12 -0.55
C 0.33 -0.15 -0.03
C 0.19 -0.01 -0.21
C -0.02 -0.23 -0.27
O -0.07 0.30 0.27
C -0.10 -0.10 0.46
C -0.20 -0.09 -0.32
N 0.41 0.02 0.23
H 0.05 0.02 -0.07
H -0.01 0.17 -0.09
H 0.00 -0.15 -0.05
H 0.11 -0.03 0.03
H -0.10 0.00 0.10
H -0.04 -0.02 -0.06
H 0.01 0.01 0.11
H 0.05 0.06 -0.13
H 0.08 -0.07 0.11
H 0.03 -0.01 -0.02
H -0.05 0.03 -0.10
H 0.05 0.04 -0.06
F 0.02 0.02 0.34
C -0.05 -0.01 0.13
C -0.09 0.13 0.07
F 0.12 -0.17 0.03
C -0.08 -0.86 0.07
F -0.08 0.15 -0.13
C 0.39 -0.13 -1.34
P -0.21 0.27 0.85
C 0.56 -0.34 0.02
C -0.07 -0.23 -0.08
C -0.10 0.14 -0.01
C 0.03 0.16 0.05
C 0.14 0.14 -0.10
C 0.05 -0.08 -0.02
C -0.01 0.03 0.05
C -0.01 -0.02 0.06
C -0.13 0.11 0.05
C -0.08 0.01 0.00
C -0.14 0.06 -0.07
C -0.16 0.03 -0.09
C -0.37 0.82 0.20
Br -0.67 -0.43 -0.48
C -0.05 -0.14 0.21
F 0.08 0.14 -0.21
H -0.02 0.02 0.04
H -0.01 0.05 0.02
H 0.00 0.01 0.03
H 0.08 0.01 -0.03
H 0.03 -0.06 -0.04
H 0.13 0.03 0.04
H 0.00 -0.03 0.14
H -0.05 0.02 0.04
H -0.03 0.03 -0.04
H -0.01 0.06 -0.03
O 0.37 0.68 -1.31
N 1.79 0.90 -2.35
O -0.70 -2.00 0.55
O 0.05 0.89 2.17
C -0.19 1.62 2.01
Ge 0.31 -0.22 -0.46
C -0.22 0.33 -0.49
C -0.18 0.12 -0.09
C -0.04 0.01 0.26
C -0.01 -0.01 0.14
C 0.17 -0.14 0.03
C 0.12 0.06 -0.20
C -0.58 -0.15 -0.10
C -0.18 -0.19 -0.18
C 0.23 0.02 -0.03
C 0.08 0.06 -0.03
C 0.09 0.12 0.15
C -0.15 0.01 0.13
C 0.40 -0.54 -0.25
C 0.24 0.00 -0.04
C -0.03 0.28 0.00
C -0.03 0.06 0.00
C -0.22 0.03 0.11
C 0.00 -0.14 -0.03
H -0.17 -0.07 0.12
H -0.09 0.06 0.05
H -0.03 0.05 0.08
H 0.03 -0.03 0.04
H 0.08 -0.06 -0.04
H 0.07 -0.02 0.00
H -0.03 -0.02 -0.09
H 0.02 0.00 -0.04
H 0.04 0.01 -0.01
H 0.01 0.02 0.01
H 0.01 0.05 0.10
H 0.00 0.04 -0.06
H 0.07 0.06 -0.04
H -0.01 0.03 0.02
H -0.10 -0.07 0.04
H -0.14 -0.15 0.02

Total charge: -1
Multiplicity: 1
LUMO: 1.666 eV
Max |F|: 0.0601 Eh/bohr
Gap between HOMO and LUMO: 5.45 eV
Relative energy (zero: lowest compared OMol25 entry of this formula, charge and spin): 233.1 kJ/mol
HOMO level: -3.788 eV

=====

The following is a DFT calculation (ωB97M-V with the def2-TZVPD basis set) of a molecular structure, C21H31BF2MnN4O2Si2Te.

CARTESIAN COORDINATES (ANGSTROEM)
Mn -1.2704 0.1875 -0.1108
O -3.5110 -3.6539 -1.1545
C -3.1098 -2.7603 -0.4438
N -3.9032 -1.7605 0.0692
C -3.6506 -0.5423 -0.2604
O -2.9081 -0.1060 -1.2131
C -4.4510 0.5399 0.4017
C -5.8303 0.5003 0.5290
C -6.4972 1.6374 0.9343
C -5.7797 2.7953 1.2272
C -4.4102 2.7561 1.1569
N -3.7711 1.6434 0.7545
C -1.6787 -2.8545 0.0962
C -1.1693 -4.1466 0.1841
C 0.0204 -4.3690 0.8453
C 0.6592 -3.2890 1.4344
C 0.1224 -2.0316 1.2610
N -1.0064 -1.7899 0.5729
H -6.3374 -0.4201 0.2797
H -7.5757 1.6328 1.0205
H -6.2681 3.7039 1.5457
H -3.7656 3.5727 1.4481
H -1.7478 -4.9452 -0.2549
H 0.4286 -5.3680 0.9249
H 1.5673 -3.4071 2.0091
H 0.5984 -1.1635 1.6921
F -0.6955 0.8742 2.7914
B -1.8995 0.8265 2.1550
F -2.8501 0.1247 2.8340
C 5.3326 -1.1973 1.6715
Si 3.9229 0.0328 1.8016
C 2.8161 -0.4301 3.2443
C 4.6122 1.7554 2.0392
C 2.9021 -0.0424 0.2285
Te 1.2077 1.2884 0.2795
C 1.4443 2.0749 -1.6899
Si 1.3066 0.9360 -3.1823
C 1.1986 2.0141 -4.7120
C 2.7968 -0.1902 -3.3398
C -0.2369 -0.1124 -3.0046
H 5.9240 -1.2211 2.5896
H 6.0043 -0.9369 0.8506
H 4.9614 -2.2082 1.4882
H 3.3371 -0.3038 4.1959
H 2.5065 -1.4768 3.1819
H 1.9118 0.1837 3.2895
H 5.2659 1.7865 2.9141
H 3.8220 2.4936 2.1843
H 5.2045 2.0631 1.1741
H 2.5253 -1.0563 0.0704
H 3.4967 0.2227 -0.6472
H 2.3971 2.6094 -1.6886
H 0.6589 2.8346 -1.7302
H 2.1054 2.6081 -4.8457
H 0.3545 2.7040 -4.6460
H 1.0627 1.4083 -5.6106
H 3.7384 0.3631 -3.3407
H 2.7327 -0.7362 -4.2845
H 2.8387 -0.9294 -2.5383
H -1.1450 0.3562 -3.3820
H -0.3894 -0.2750 -1.9311
H -0.1402 -1.1011 -3.4543
N -1.4736 2.1778 -0.0263
C -2.2902 1.6011 0.9351
H -2.0220 2.5160 -0.8135

Cartesian forces, eV/Å:
Mn 0.13 0.26 0.03
O 0.02 0.00 0.06
C 0.01 0.14 -0.29
N 0.15 0.00 0.10
C -0.29 0.02 0.01
O 0.25 -0.26 0.00
C 0.08 0.07 0.02
C 0.07 0.01 -0.03
C -0.08 0.03 0.02
C 0.04 -0.01 -0.01
C -0.01 -0.09 -0.02
N 0.04 0.00 0.05
C -0.10 -0.08 0.20
C -0.04 0.07 0.05
C 0.04 -0.05 0.01
C -0.01 0.00 0.01
C -0.08 0.05 -0.02
N -0.03 -0.18 -0.29
H -0.01 0.00 0.00
H 0.00 0.00 0.00
H -0.03 -0.01 0.00
H 0.01 0.00 -0.01
H 0.00 -0.01 -0.01
H 0.00 0.00 0.01
H 0.00 -0.01 0.00
H 0.03 0.00 -0.01
F 0.04 -0.02 -0.03
B 0.00 0.05 0.04
F 0.00 0.02 0.04
C -0.01 0.01 0.00
Si -0.04 0.01 0.03
C 0.01 0.01 0.01
C 0.03 -0.01 0.00
C -0.01 -0.09 -0.06
Te -0.15 -0.04 0.04
C 0.05 0.05 -0.04
Si -0.02 -0.02 -0.02
C 0.00 0.01 0.02
C -0.03 -0.03 0.01
C 0.02 0.10 0.09
H 0.00 0.01 0.01
H 0.00 0.00 0.00
H -0.01 0.00 0.00
H 0.02 -0.01 -0.01
H 0.00 0.00 0.01
H 0.01 0.01 -0.02
H 0.00 0.00 0.00
H -0.02 -0.01 -0.01
H 0.00 0.00 0.00
H 0.03 -0.01 -0.06
H 0.05 0.05 0.05
H -0.01 0.01 -0.02
H -0.02 -0.02 -0.01
H 0.00 0.00 0.01
H 0.00 0.00 0.00
H 0.00 -0.01 0.00
H 0.00 0.02 0.01
H 0.01 0.01 -0.01
H -0.01 0.00 0.00
H 0.01 0.02 0.00
H 0.07 -0.25 -0.01
H -0.01 0.00 -0.02
N -0.07 0.17 -0.02
C -0.10 -0.04 0.04
H -0.04 0.01 0.04

Multiplicity: 2
LUMO (spin up / spin down): -0.427 / -0.423 eV
Max |F|: 0.0071 Eh/bohr
Gap between HOMO and LUMO (spin up / spin down): 6.74 / 6.56 eV
Relative energy (zero: lowest compared OMol25 entry of this formula, charge and spin): 59.5 kJ/mol
HOMO level (spin up / spin down): -7.169 / -6.986 eV

=====

The following is a DFT calculation (ωB97M-V with the def2-TZVPD basis set) of a molecular structure, C33H31N12OV at a distorted geometry.

CARTESIAN COORDINATES (ANGSTROEM)
V 0.0347 0.1791 0.0070
C -0.1602 0.2851 -4.2168
C -0.5286 0.2985 -2.8786
N 0.3837 0.1915 -1.9079
C 1.6789 0.0879 -2.2924
C 2.0116 0.0141 -3.6527
N 1.1023 0.1185 -4.5934
C 2.5811 0.0553 -1.1635
C 3.9660 -0.0011 -1.2074
C 4.6913 -0.0223 -0.0124
C 3.9768 0.0119 1.1891
C 2.5923 0.0874 1.1599
N 1.8905 0.1066 0.0015
C 1.7036 0.1847 2.2970
C 2.0564 0.2289 3.6534
N 1.1568 0.3656 4.5989
C -0.1159 0.4541 4.2318
C -0.4985 0.3907 2.8993
N 0.4036 0.2514 1.9236
C 6.1550 -0.0725 -0.0160
C 6.8414 -0.8526 0.9152
C 8.2278 -0.8681 0.8693
N 8.8960 -0.1629 -0.0148
C 8.2761 0.5816 -0.9010
C 6.8917 0.6586 -0.9488
H -0.8864 0.3946 -5.0090
H -1.5677 0.3865 -2.5850
H 3.0274 -0.1481 -3.9840
H 4.4779 -0.0420 -2.1560
H 4.5005 0.0156 2.1321
H 3.0835 0.1492 3.9794
H -0.8370 0.5722 5.0274
H -1.5423 0.4476 2.6159
H 6.3173 -1.4520 1.6435
H 8.8148 -1.4576 1.5593
H 8.8996 1.1339 -1.5902
H 6.4090 1.2980 -1.6718
O -1.6173 0.2747 0.0219
C -2.6432 1.0775 0.0139
C -3.9592 0.5900 0.0101
C -5.0334 1.4534 0.0012
C -4.8208 2.8264 -0.0016
C -3.5368 3.3372 0.0010
C -2.4262 2.4874 0.0071
C -1.0666 2.9766 0.0040
N 0.0294 2.2140 -0.0017
C 1.0998 3.0529 -0.0060
C 0.6590 4.3443 -0.0029
N -0.6982 4.2808 0.0035
H -4.1180 -0.4791 0.0110
H -6.0376 1.0609 -0.0035
H -5.6661 3.4940 -0.0071
H -3.4083 4.4100 -0.0024
H 2.1164 2.7051 -0.0102
H 1.2040 5.2665 -0.0049
H -1.3123 5.0813 0.0066
C 0.0817 -2.6566 1.3724
N 0.0388 -4.0944 1.3707
C -1.1978 -4.5484 0.7484
N -1.2706 -4.0522 -0.6188
C -1.2260 -2.6129 -0.6215
N 0.0273 -2.0867 -0.0056
C 1.1561 -2.7051 -0.7615
N 1.1111 -4.1413 -0.7557
C 1.1696 -4.6184 0.6192
C -0.1379 -4.5853 -1.3627
H 1.0158 -2.3404 1.8537
H -0.7749 -2.2783 1.9440
H -2.0506 -4.1807 1.3218
H -1.2164 -5.6389 0.7401
H -2.0803 -2.2291 -0.0520
H -1.2903 -2.2573 -1.6572
H 2.1052 -2.3917 -0.3111
H 1.1164 -2.3659 -1.8030
H 2.1001 -4.2764 1.0792
H 1.1446 -5.7086 0.6290
H -0.1743 -5.6754 -1.3533
H -0.1798 -4.2357 -2.3967

Cartesian forces, eV/Å:
V 0.64 -0.68 0.06
C 0.12 -0.04 0.04
C -0.29 -0.02 -0.08
N 0.94 -0.04 -2.87
C -0.51 0.01 -0.92
C 0.19 0.02 0.85
N -0.35 0.04 -0.35
C 0.66 0.07 0.61
C -0.41 0.05 0.17
C -0.32 -0.02 0.01
C -0.39 0.04 -0.16
C 0.63 -0.08 -0.60
N 5.15 -0.30 -0.03
C -0.49 0.11 0.91
C 0.20 -0.05 -0.86
N -0.34 0.02 0.37
C 0.13 -0.01 -0.04
C -0.29 0.02 0.07
N 0.95 0.07 2.80
C 0.53 -0.04 -0.01
C -0.07 0.10 -0.05
C -0.57 -0.03 0.10
N 1.36 -0.07 0.00
C -0.57 0.12 -0.12
C -0.11 -0.10 0.09
H -0.16 0.00 0.06
H 0.04 0.01 0.03
H 0.15 0.05 0.10
H 0.06 -0.01 -0.06
H 0.06 0.01 0.06
H 0.15 0.01 -0.10
H -0.17 0.01 -0.06
H 0.03 0.00 -0.04
H -0.08 -0.09 0.07
H -0.03 -0.09 0.09
H -0.02 0.08 -0.08
H -0.07 0.07 -0.09
O -4.76 -1.50 0.08
C -2.18 2.38 -0.02
C 0.65 -0.16 0.00
C 0.13 0.19 0.00
C 0.00 0.04 0.00
C 0.08 -0.18 0.01
C -0.65 -0.83 0.00
C 0.14 0.19 -0.01
N -0.66 0.52 -0.02
C 0.42 0.97 0.00
C 0.68 -0.32 0.00
N -0.31 -0.30 0.00
H 0.04 -0.09 0.00
H -0.10 -0.04 0.00
H -0.07 0.13 0.00
H 0.02 0.09 0.00
H 0.06 -0.01 0.00
H 0.02 0.17 0.00
H -0.03 -0.14 0.00
C 0.03 -0.21 0.37
N 0.04 -0.15 0.71
C -0.06 0.06 0.04
N -0.51 -0.18 -0.34
C -0.49 -0.13 -0.09
N -0.05 0.33 -0.02
C 0.37 -0.17 -0.18
N 0.46 -0.14 -0.34
C 0.05 0.05 0.02
C 0.00 0.00 -0.10
H -0.15 0.02 -0.10
H 0.14 0.03 -0.11
H -0.02 -0.02 0.00
H -0.05 0.06 0.02
H 0.19 0.02 -0.13
H 0.03 0.04 0.15
H -0.15 0.01 -0.02
H -0.04 0.02 0.16
H 0.01 -0.07 0.01
H 0.02 0.05 0.02
H -0.02 0.06 -0.04
H -0.02 -0.04 0.00

Total charge: +2
Multiplicity: 3
LUMO (spin up / spin down): -6.774 / -7.187 eV
Max |F|: 0.1003 Eh/bohr
Gap between HOMO and LUMO (spin up / spin down): 6.72 / 6.61 eV
HOMO level (spin up / spin down): -13.493 / -13.799 eV

=====

The following is a DFT calculation (ωB97M-V with the def2-TZVPD basis set) of a molecular structure, C6H13NO2 at a distorted geometry.

CARTESIAN COORDINATES (ANGSTROEM)
C 0.1008 0.3889 1.3477
C 0.2067 1.5317 -0.1774
C -0.5021 -2.3921 -1.0499
C 1.1374 0.3381 2.3889
C -0.1447 1.5747 -1.6630
N -0.6418 -1.3711 -0.0338
C 0.3985 -0.3679 0.1053
O -1.9837 -0.9949 0.1880
O 1.5502 -0.6756 -0.2827
H -2.3113 -0.5560 -0.6156
H -0.9350 0.5129 1.6552
H -0.4083 2.2995 0.3007
H 1.2399 1.8669 -0.0645
H -0.9418 -3.3174 -0.6758
H -0.9952 -2.1032 -1.9869
H 0.5596 -2.5390 -1.2293
H 2.0089 -0.2437 2.0596
H 0.7829 -0.0771 3.3292
H 1.5541 1.3444 2.5081
H -1.1902 1.3140 -1.8315
H 0.0178 2.5777 -2.0588
H 0.4971 0.8892 -2.2135

Cartesian forces, eV/Å:
C -0.37 -0.06 -3.68
C 0.49 3.10 2.09
C -0.28 0.20 -0.16
C 1.75 1.28 -0.46
C -0.18 -1.26 0.08
N 0.20 0.22 -1.41
C 0.25 -4.17 3.60
O 0.40 0.14 -0.01
O -1.72 0.99 -0.05
H 0.17 -0.12 0.00
H 0.27 -0.31 -0.34
H -0.03 0.05 -0.07
H -0.05 -0.19 -0.01
H -0.04 0.06 -0.07
H 0.03 -0.11 -0.08
H -0.04 0.05 0.01
H -0.38 -0.10 -0.11
H -0.34 0.27 -0.03
H -0.04 0.01 0.71
H -0.03 -0.02 -0.15
H 0.02 0.04 0.28
H -0.08 -0.07 -0.15

Multiplicity: 1
LUMO: 0.627 eV
Max |F|: 0.1073 Eh/bohr
Gap between HOMO and LUMO: 9.24 eV
Relative energy (zero: lowest compared OMol25 entry of this formula, charge and spin): 534.9 kJ/mol
HOMO level: -8.616 eV

=====

| no. | total energy (Eh) |
| --- | --- |
| 1 | -8896.15486 |
| 2 | -3411.02522 |
| 3 | -2952.04991 |
| 4 | -441.47627 |